Record 1
Molecular formula: C25H23Cl5N6NaO2PSe2
Method: DFT, ωB97M-V with the def2-TZVPD basis set

For the gap between HOMO and LUMO, the calculation gives 4.87 eV. The energy above the lowest of the compared OMol25 structures with the same formula, charge and spin comes out at 35.6 kJ/mol. Its max |F| is 0.02762 Eh/bohr. As for the net charge: -2. For the energy, the calculation gives -9052.9985 Eh.

Each line ends with the Mulliken charge.
Geometry (Å):
Na1 -1.78492 -0.00464 -0.07481  1.014
N1 -0.33861 -0.34169 2.51542  0.015
N2 -0.82725 0.64455 3.37730  -0.233
C1 -1.90853 1.36411 2.98516  0.352
N3 -2.49737 2.20486 3.86235  -0.396
N4 -2.28013 1.13437 1.75154  -0.279
N5 -3.29833 1.77103 1.17902  1.069
O1 -3.95039 2.64356 1.73149  -0.820
O2 -3.50813 1.38105 0.04278  -0.721
H1 -0.83967 -1.21488 2.65680  0.081
H2 0.67817 -0.38764 2.55364  0.058
H3 -0.68866 0.52527 4.37844  0.205
H4 -1.93964 2.52357 4.63669  0.198
H5 -3.18121 2.83274 3.45617  0.248
Se1 2.89242 0.20120 1.87877  -0.762
P1 2.34576 1.47314 0.21516  0.922
Se2 0.43155 2.44851 0.12706  -0.469
C2 3.63237 2.80882 0.13409  0.457
C3 3.73852 3.64374 -0.97447  -0.328
C4 4.65289 4.68146 -0.99998  -0.740
C5 5.47247 4.91900 0.09403  -0.349
C6 5.36895 4.10103 1.20560  -0.617
C7 4.46017 3.05309 1.22201  -0.314
C8 2.54349 0.56910 -1.36480  0.720
C9 3.01384 -0.73496 -1.39072  -0.332
C10 3.07999 -1.43395 -2.58600  -0.600
C11 2.69974 -0.82856 -3.76881  -0.336
C12 2.22786 0.47532 -3.75240  -1.163
C13 2.12736 1.15975 -2.55629  -0.344
H6 3.09792 3.49073 -1.82837  0.216
H7 4.71859 5.31267 -1.87663  0.374
H8 6.17993 5.73737 0.07930  0.353
H9 5.99926 4.27192 2.06879  0.358
H10 4.38614 2.39943 2.08035  0.205
H11 3.28837 -1.21024 -0.45910  0.259
H12 3.38469 -2.47127 -2.57899  0.344
H13 2.72139 -1.38754 -4.69486  0.350
H14 1.87398 0.93834 -4.66484  0.290
H15 1.63835 2.12332 -2.52997  0.439
Cl1 -2.29180 -2.45481 4.85484  -0.290
C14 -3.42991 -2.80756 3.49774  1.012
C15 -3.15155 -2.29960 2.26062  -1.023
C16 -4.09097 -2.59797 1.29763  0.919
Cl2 -3.87806 -2.00667 -0.36727  -0.205
C17 -5.22755 -3.36544 1.53170  -0.619
Cl3 -6.39058 -3.70266 0.28675  -0.221
C18 -5.44607 -3.87208 2.81101  0.680
Cl4 -6.84214 -4.84200 3.14728  -0.237
C19 -4.53461 -3.59054 3.81961  -0.599
Cl5 -4.80348 -4.23013 5.41703  -0.227
C20 0.19463 -2.98191 -0.43672  -0.764
C21 -0.25028 -2.39710 -1.73735  0.187
C22 -0.31058 -3.00198 -2.98194  -0.842
C23 -0.81677 -2.01302 -3.86205  -0.766
C24 -1.01867 -0.88540 -3.08167  0.303
C25 -1.52341 0.45125 -3.51306  -1.226
N6 -0.67644 -1.11060 -1.78656  0.468
H16 0.46925 -4.03229 -0.56063  0.351
H17 -0.59851 -2.93994 0.31380  -0.018
H18 1.05414 -2.44921 -0.02342  -0.002
H19 -0.04602 -4.02322 -3.21352  0.420
H20 -1.01134 -2.10602 -4.92148  0.416
H21 -2.17572 0.35681 -4.38557  0.381
H22 -0.71210 1.14431 -3.77216  0.071
H23 -2.10277 0.94012 -2.72557  0.107

=====

Record 2
Molecular formula: C25H23Cl5NO2V
Method: DFT, ωB97M-V with the def2-TZVPD basis set

For the gap between HOMO and LUMO, the calculation gives 7.11 eV. The energy above the lowest of the compared OMol25 structures with the same formula, charge and spin comes out at 0.0 kJ/mol. Its max |F| is 0.01558 Eh/bohr. As for the net charge: +2. For the energy, the calculation gives -4416.0177 Eh.

Each line ends with the Mulliken charge.
Geometry (Å):
V1 -0.71529 -0.73209 -1.75601  -0.951
Cl1 0.36625 -1.19225 1.79242  -0.072
C1 1.11183 -0.02628 0.76368  0.701
C2 0.65768 0.10864 -0.53755  -0.890
C3 1.27099 1.04050 -1.35132  1.250
Cl2 0.63719 1.11348 -2.99520  -0.135
C4 2.30648 1.86451 -0.93776  -0.440
Cl3 3.00209 3.00133 -2.00549  -0.098
C5 2.74072 1.72356 0.38351  0.357
Cl4 3.99171 2.73002 0.96312  -0.070
C6 2.15694 0.77006 1.23205  0.098
Cl5 2.72893 0.58808 2.83167  -0.068
C7 0.47827 -4.40526 -3.83864  -0.925
N1 1.06059 -3.32310 -3.05136  0.222
C8 0.86056 -2.03791 -3.50568  -0.611
C9 0.97592 -3.45998 -1.61040  -1.182
C10 -0.47351 -3.54110 -1.15507  1.543
C11 -0.92263 -4.74963 -0.64806  -0.863
C12 -2.26690 -4.95591 -0.37214  -0.585
C13 -3.19420 -3.94848 -0.59250  -0.744
C14 -2.76522 -2.71742 -1.05093  -0.186
C15 -1.41425 -2.49248 -1.32612  0.527
H1 0.79682 -4.30809 -4.87436  0.342
H2 -0.61694 -4.40378 -3.79789  0.363
H3 0.84167 -5.35709 -3.45625  0.337
H4 0.91741 -1.93115 -4.58783  0.345
H5 1.52960 -1.32525 -3.01962  0.249
H6 -0.26126 -1.65108 -3.32209  0.454
H7 1.50121 -2.61543 -1.15105  0.122
H8 1.49661 -4.36403 -1.29750  0.577
H9 -0.21456 -5.55451 -0.49028  0.448
H10 -2.59444 -5.91932 -0.00366  0.443
H11 -4.24455 -4.12026 -0.40189  0.444
H12 -3.48403 -1.92372 -1.20793  0.536
C16 1.22227 3.09151 4.85453  -1.710
C17 0.51905 3.05585 3.53944  0.508
C18 -0.55970 2.17823 3.34393  -0.431
C19 -1.27325 2.16093 2.17112  0.477
C20 -2.41270 1.21714 1.93886  -1.567
C21 -0.85462 3.07717 1.16349  1.718
C22 0.24624 3.97066 1.31088  0.515
C23 0.62184 4.93272 0.22579  -2.152
C24 0.91471 3.92140 2.51111  -0.180
C25 -1.60839 3.18579 0.02058  -0.569
O1 -2.22282 3.30313 -0.91661  -0.149
O2 -1.98351 0.13223 -1.68060  -0.523
H13 1.19587 2.12141 5.34719  0.418
H14 0.70922 3.80329 5.50822  0.418
H15 2.25429 3.42115 4.75019  0.406
H16 -0.84290 1.50237 4.14136  0.447
H17 -2.83067 0.88107 2.88458  0.438
H18 -2.05872 0.33563 1.39677  0.164
H19 -3.21620 1.66558 1.35193  0.444
H20 0.56707 4.47948 -0.76637  0.439
H21 1.63633 5.29693 0.37345  0.381
H22 -0.04302 5.79998 0.23806  0.457
H23 1.75793 4.58177 2.67022  0.515